No. 1
Here is an isolated molecule of C9H6BrN3O2 at a distorted geometry from OMol25. Energies are from ωB97M-V with the def2-TZVPD basis set.

```
21
Properties=species:S:1:pos:R:3:lowdin_charge:R:1
O -1.19619 -1.31515 -3.20434 0.057
N -0.50487 -0.70003 -2.45785 -0.340
O 0.62301 -0.84141 -2.06492 0.102
C -1.26026 0.72525 -1.81158 -0.742
Br -3.03283 0.17664 -1.63389 0.899
N -0.93118 1.59722 -2.87970 0.030
N 0.02350 2.36034 -2.52544 0.063
C 0.45675 2.02914 -1.27630 -0.080
C -0.28732 1.06411 -0.66203 -0.157
C 0.01470 0.25703 0.48770 -0.211
C -1.00024 -0.31197 1.26139 -0.025
C -0.65401 -1.18383 2.36297 -0.020
C 0.73618 -1.39567 2.69482 -0.065
C 1.69499 -0.90770 1.85417 -0.105
C 1.35651 -0.08350 0.81024 -0.027
H 1.28944 2.61956 -0.89698 0.125
H -1.99102 0.23786 1.13792 0.113
H -1.43683 -1.50285 2.94798 0.064
H 1.07501 -2.12997 3.42576 0.105
H 2.78215 -0.91627 2.06169 0.122
H 2.24249 0.22121 0.36840 0.094
```

Computed properties:
max |F| = 0.079 Eh/bohr
HOMO-LUMO gap = 7.6460 eV
net charge = 0
SMILES string = O=[N+]([O-])[C@]1(Br)N=NC=C1c1ccccc1
electronic energy = -3235.103313 Eh
HOMO energy = -9.31 eV

No. 2
Here is a structure of composition BaH14O7 at a distorted geometry from OMol25. Energies are from ωB97M-V with the def2-TZVPD basis set.

```
22
Properties=species:S:1:pos:R:3:lowdin_charge:R:1
Ba -0.60377 0.31759 0.11982 2.154
O 2.13423 0.69159 0.35782 -0.171
H 2.70923 1.19259 -0.19018 0.047
H 2.64223 0.47259 1.16682 0.085
O 1.08723 0.38059 -2.23818 -0.092
H 0.98323 1.30159 -2.27518 -0.018
H 1.04523 0.10459 -3.15118 0.085
O -1.65677 -2.16341 0.75782 -0.163
H -1.36677 -2.85941 0.13082 0.077
H -2.59077 -2.22641 0.73782 0.033
O -3.32077 0.29659 0.30882 -0.164
H -3.77577 0.29959 -0.49318 0.033
H -3.48577 1.13459 0.80482 0.093
O 1.01323 -1.89941 -0.34618 -0.154
H 1.06623 -2.22441 -1.27118 0.091
H 1.51123 -2.48141 0.19282 0.052
O 0.22423 2.94559 -0.85418 -0.108
H 0.25523 3.08059 -1.79018 0.051
H -0.22077 3.67759 -0.44818 0.065
O 0.46823 -0.69341 2.62682 -0.104
H 0.87923 0.08659 2.98882 0.048
H 1.00223 -1.43441 2.86482 0.060
```

Computed properties:
max |F| = 0.065 Eh/bohr
HOMO-LUMO gap = 11.9003 eV
net charge = +2
electronic energy = -560.131085 Eh
HOMO energy = -18.75 eV

No. 3
Here is a structure of composition C21H42CrN3O3 at a distorted geometry from OMol25. Energies are from ωB97M-V with the def2-TZVPD basis set.

```
70
Properties=species:S:1:pos:R:3:lowdin_spin:R:1
Cr 0.52292 -0.07337 0.24997 2.773
C -2.45789 0.10844 -2.54992 0.004
C -1.30091 -0.89777 -2.45565 0.005
C -0.38798 -0.72189 -3.70189 0.003
O -0.61006 -0.70895 -1.29891 0.070
H -2.03546 1.10682 -2.41905 0.000
H -3.11852 -0.03951 -1.68929 0.000
H -3.03188 -0.04032 -3.46519 0.000
H -1.72864 -1.90483 -2.58716 0.000
H 0.47021 -1.39864 -3.64126 0.000
H 0.08525 0.26135 -3.64014 0.000
H -0.93503 -0.90146 -4.62648 0.001
C 1.29284 -0.24860 4.45283 0.001
C 2.09612 -0.09347 3.15808 0.005
C 2.92428 -1.35992 2.92228 0.002
O 1.32479 0.21285 2.07276 0.063
H 0.69018 -1.16622 4.40008 0.000
H 0.63757 0.60243 4.64145 0.000
H 1.90546 -0.40574 5.34429 0.000
H 2.80083 0.71839 3.39403 0.002
H 3.62619 -1.20283 2.09864 0.000
H 2.24018 -2.16780 2.65605 0.000
H 3.58850 -1.65365 3.74037 0.000
C 0.86077 2.71109 -2.67343 0.002
C 1.16097 2.84301 -1.18677 0.003
C 0.13426 3.79435 -0.53823 0.004
O 1.15856 1.60738 -0.57516 0.070
H 0.91148 3.64230 -3.23620 0.000
H -0.05015 2.14800 -2.87569 0.000
H 1.64611 2.04109 -3.05131 0.000
H 2.12589 3.33042 -1.00859 0.000
H 0.30227 4.79323 -0.95738 0.001
H 0.34325 3.92881 0.52553 0.000
H -0.88932 3.47130 -0.70557 0.000
C -2.85521 -4.90410 1.47176 0.000
C -2.02023 -4.68636 2.72173 0.000
C -1.75302 -3.17665 2.89425 0.000
C -0.87384 -2.59663 1.88012 0.002
N -0.15072 -2.12797 1.12732 -0.004
H -3.86069 -4.49348 1.58684 0.000
H -2.97750 -5.94863 1.18529 0.000
H -2.37838 -4.40881 0.62461 0.000
H -1.02039 -5.11347 2.58856 0.000
H -2.35762 -5.03091 3.69723 0.000
H -1.34367 -2.88441 3.86168 0.000
H -2.72598 -2.68439 2.78571 0.000
C -3.78378 3.56472 -0.26041 0.000
C -4.59689 2.28730 -0.00991 0.000
C -4.04440 1.47541 1.14328 0.000
C -2.61110 1.07459 1.09764 0.002
N -1.52775 0.74102 0.98721 -0.008
H -2.83654 3.28709 -0.73597 0.000
H -3.39000 3.91155 0.69664 0.000
H -4.26145 4.28575 -0.91204 0.000
H -4.79829 1.63394 -0.85685 0.000
H -5.59061 2.57419 0.34903 0.000
H -4.63295 0.58151 1.37060 0.000
H -4.12179 1.96119 2.12499 0.000
C 5.41026 0.91128 -1.36357 0.000
C 4.63756 0.26865 -2.52827 0.000
C 4.12356 -1.13066 -2.22246 0.000
C 3.15944 -1.25502 -1.12233 -0.001
N 2.42289 -1.34858 -0.24929 0.000
H 4.69424 0.95814 -0.54249 0.000
H 5.70320 1.91244 -1.67785 0.000
H 6.32047 0.38873 -1.08051 0.000
H 5.31523 0.04944 -3.36785 0.000
H 3.93599 0.90147 -3.07007 0.000
H 4.91145 -1.80710 -1.87806 0.000
H 3.57544 -1.50751 -3.08968 0.000
```

Computed properties:
⟨S²⟩ = 3.77
max |F| = 0.048 Eh/bohr
HOMO-LUMO gap (alpha / beta) = 7.6731 / 7.9459 eV
net charge = 0
spin multiplicity = 4
electronic energy = -2259.741371 Eh
HOMO energy (alpha / beta) = -7.64 / -7.55 eV

No. 4
Here is a cluster of 2 separate species, C4H16N6 in total at a distorted geometry from OMol25. Energies are from ωB97M-V with the def2-TZVPD basis set.

```
26
Properties=species:S:1:pos:R:3:lowdin_charge:R:1
C -2.08614 -2.02155 0.02563 -0.007
C -1.61487 -0.35105 1.77359 -0.442
N -2.41575 -0.81328 0.82006 0.057
N -0.50468 -1.04192 2.07120 0.200
N -1.91135 0.79707 2.37537 0.224
H -3.16889 -0.25713 0.44492 0.160
H 0.03507 -1.57266 1.41665 0.113
H -0.19340 -1.11680 3.02813 0.142
H -2.79277 1.24397 2.19147 0.139
H -1.32069 1.12443 3.11996 0.137
H -1.25781 -1.75680 -0.65513 0.079
H -2.92148 -2.27662 -0.58855 0.099
H -1.62900 -2.71751 0.72096 0.094
C 1.42958 2.34660 -0.41753 -0.023
C 1.79816 0.19843 -1.56634 -0.434
N 2.04134 1.01018 -0.51658 0.045
N 0.62280 0.31088 -2.19884 0.217
N 2.57453 -0.86156 -1.75256 0.220
H 2.99999 0.97723 -0.20597 0.155
H 0.06901 1.08664 -1.87720 0.099
H 0.50588 0.04522 -3.16649 0.148
H 3.53324 -0.80629 -1.42397 0.143
H 2.48723 -1.54215 -2.49895 0.148
H 1.70631 2.99266 -1.25060 0.114
H 1.66827 2.73168 0.54627 0.094
H 0.34541 2.27031 -0.41553 0.078
```

Computed properties:
max |F| = 0.047 Eh/bohr
HOMO-LUMO gap = 11.3878 eV
net charge = +2
electronic energy = -490.029125 Eh
HOMO energy = -17.46 eV

No. 5
Here is a cluster of 2 separate species, C4H7NO2 in total from OMol25. Energies are from ωB97M-V with the def2-TZVPD basis set.

```
14
Properties=species:S:1:pos:R:3:lowdin_charge:R:1
C 2.18672 0.08577 -0.95317 -0.098
N 1.72094 -0.78464 0.08484 0.074
C 0.75108 -1.02686 0.74635 -0.350
C -0.94501 1.26040 -0.11386 -0.074
O -1.65986 0.41522 -0.81218 -0.143
C -2.33035 -0.61232 -0.42162 -0.038
O -0.11130 -1.39419 1.46567 0.109
H 1.40358 0.73800 -1.36020 0.066
H 2.99834 0.70696 -0.56721 0.081
H 2.57978 -0.53092 -1.76072 0.078
H -0.59877 2.11387 -0.67651 0.067
H -0.98418 1.20787 0.96830 0.080
H -2.75982 -1.20415 -1.21547 0.073
H -2.34324 -0.87366 0.62956 0.074
```

Computed properties:
max |F| = 0.019 Eh/bohr
HOMO-LUMO gap (alpha / beta) = 8.3565 / 8.0599 eV
net charge = 0
electronic energy = -361.708692 Eh
HOMO energy (alpha / beta) = -7.63 / -7.50 eV

No. 6
Here is the ion CHClN3O with charge +1 at a distorted geometry from OMol25. Energies are from ωB97M-V with the def2-TZVPD basis set.

```
7
Properties=species:S:1:pos:R:3:lowdin_charge:R:1
N 2.39546 -0.74201 0.15577 0.508
N 1.44815 -0.16079 0.10747 0.207
C 0.36353 0.59086 -0.07852 -0.400
O 0.20175 1.73406 -0.27562 0.238
N -1.00632 -0.38819 0.13349 -0.418
Cl -2.46415 0.36151 -0.07501 0.783
H -0.93842 -1.39543 0.03243 0.082
```

Computed properties:
max |F| = 0.192 Eh/bohr
HOMO-LUMO gap (alpha / beta) = 6.2149 / 6.4563 eV
net charge = +1
SMILES string = N#[N+]C(=O)NCl
electronic energy = -737.947142 Eh
HOMO energy (alpha / beta) = -14.70 / -14.84 eV

No. 7
Here is a structure of composition C4H6O2 from OMol25. Energies are from ωB97M-V with the def2-TZVPD basis set.

```
12
Properties=species:S:1:pos:R:3:lowdin_charge:R:1
O 1.47550 -1.05847 1.69677 0.117
C 0.68274 -0.26531 0.98700 -0.324
C -0.50182 -0.70393 0.16326 -0.020
C -0.57872 0.82821 -0.11676 -0.423
O -1.32165 1.50618 -0.78136 0.045
C 0.59745 1.06306 0.73448 0.067
H 2.15233 -0.52652 2.13996 0.131
H -1.02843 -0.50805 -3.08131 0.043
H -1.34380 -1.12130 0.72410 0.121
H -0.27773 -1.33426 -0.70289 0.102
H -1.01287 0.17772 -2.79280 0.029
H 1.15698 1.94266 1.02955 0.111
```

Computed properties:
max |F| = 0.010 Eh/bohr
HOMO-LUMO gap = 9.9339 eV
net charge = 0
electronic energy = -306.413084 Eh
HOMO energy = -9.55 eV